No. 1
{"formula": "C21H31F5P2SZn", "method": "ωB97M-V/def2-TZVPD", "homo_ev": -5.5392, "relative_energy_ev": 4.349, "e_lumo_ev": -0.2, "symbols": ["P", "P", "C", "C", "H", "H", "H", "H", "C", "H", "H", "H", "C", "H", "H", "H", "C", "H", "H", "H", "C", "H", "H", "H", "Zn", "C", "C", "C", "C", "C", "C", "C", "C", "C", "H", "H", "H", "H", "H", "H", "H", "H", "H", "H", "H", "H", "H", "H", "H", "F", "C", "C", "F", "C", "F", "C", "S", "C", "F", "C", "F"], "xyz": [[0.410, -2.025, -2.195], [0.262, 2.013, -1.803], [0.438, -0.520, -3.247], [1.128, 0.878, -2.953], [-0.580, -0.386, -3.703], [1.033, -1.014, -4.008], [2.137, 0.638, -2.533], [1.250, 1.343, -3.937], [-1.143, 2.885, -2.637], [-1.765, 3.332, -1.849], [-1.848, 2.182, -3.135], [-0.796, 3.632, -3.366], [1.454, 3.247, -1.336], [1.458, 4.107, -2.017], [2.466, 2.820, -1.298], [1.220, 3.607, -0.322], [-0.757, -3.282, -2.774], [-0.647, -4.199, -2.172], [-0.573, -3.550, -3.830], [-1.808, -2.951, -2.708], [2.137, -2.661, -2.350], [2.852, -1.810, -2.270], [2.250, -3.131, -3.356], [2.353, -3.416, -1.564], [-1.664, 0.248, -1.964], [0.163, 1.571, -6.002], [-1.102, 1.401, -5.582], [-2.157, 0.791, -6.447], [-1.743, -0.615, -6.928], [-0.914, -1.376, -5.946], [0.417, -1.481, -6.041], [1.292, -0.622, -6.923], [0.790, 0.842, -7.168], [0.138, -1.083, -0.571], [0.766, 2.452, -5.689], [-1.465, 1.935, -4.740], [-2.312, 1.415, -7.343], [-3.108, 0.738, -5.873], [-2.664, -1.162, -7.140], [-1.173, -0.506, -7.857], [-1.483, -1.988, -5.233], [0.952, -2.369, -5.642], [1.405, -1.079, -7.923], [2.294, -0.567, -6.464], [1.686, 1.397, -7.483], [0.091, 0.828, -8.031], [0.069, 0.036, -0.335], [1.175, -1.213, -0.282], [-0.538, -1.583, 0.155], [-0.386, 1.632, 5.819], [-0.872, 1.403, 4.581], [-0.378, 2.089, 3.458], [0.486, 3.114, 3.684], [-0.902, 1.848, 2.191], [-0.624, 2.794, 1.211], [-1.891, 0.886, 1.908], [-2.670, 0.496, 0.404], [-2.407, 0.287, 3.090], [-3.576, -0.394, 2.955], [-1.930, 0.520, 4.371], [-2.577, -0.004, 5.436]], "nbo_charge": [1.51, 0.74, -0.88, -0.73, 0.31, 0.23, 0.23, 0.25, -0.97, 0.27, 0.24, 0.22, -0.96, 0.22, 0.24, 0.27, -0.98, 0.27, 0.27, 0.30, -0.96, 0.26, 0.26, 0.26, 0.31, -0.21, -0.17, -0.45, -0.43, -0.19, -0.19, -0.45, -0.45, -1.03, 0.21, 0.21, 0.22, 0.22, 0.23, 0.20, 0.20, 0.19, 0.23, 0.21, 0.22, 0.21, 0.31, 0.22, 0.29, -0.30, 0.24, 0.30, -0.31, 0.26, -0.34, -0.25, -0.50, 0.30, -0.31, 0.26, -0.30]}

No. 2
{"formula": "C21H31FeO3", "method": "ωB97M-V/def2-TZVPD", "homo_ev": [-5.7533, -7.6930], "relative_energy_ev": 0.000, "spin_multiplicity": 6, "e_lumo_ev": [0.8, 0.3], "symbols": ["O", "C", "C", "H", "H", "C", "H", "H", "C", "H", "H", "H", "C", "H", "H", "H", "Fe", "C", "C", "C", "H", "C", "C", "H", "H", "H", "H", "C", "C", "C", "H", "C", "C", "H", "H", "H", "H", "O", "C", "C", "H", "H", "C", "H", "H", "C", "H", "H", "H", "H", "C", "C", "O", "H", "H", "H"], "xyz": [[0.376, 0.109, -4.746], [0.213, 1.413, -5.401], [-0.028, 0.802, -6.801], [1.132, 2.015, -5.335], [-0.655, 1.964, -5.007], [0.188, -0.545, -6.035], [0.752, 1.026, -7.533], [-1.043, 0.931, -7.187], [1.417, -1.278, -6.524], [2.288, -0.617, -6.566], [1.223, -1.663, -7.535], [1.639, -2.132, -5.874], [-1.027, -1.442, -6.060], [-1.926, -0.900, -5.755], [-0.874, -2.301, -5.395], [-1.173, -1.823, -7.080], [-0.221, -0.319, 3.677], [-2.026, -0.750, 4.476], [-1.742, 0.657, 4.647], [-1.811, 1.263, 3.337], [-1.663, 1.182, 5.593], [-2.233, 0.285, 2.410], [-2.215, -0.967, 3.064], [-2.485, -1.908, 2.582], [-2.131, -1.487, 5.264], [-1.693, 2.319, 3.099], [-2.599, 0.481, 1.404], [0.903, -1.597, 4.756], [0.080, -2.371, 3.840], [0.596, -2.176, 2.525], [-0.712, -3.060, 4.093], [1.725, -1.328, 2.590], [1.881, -0.897, 3.941], [2.716, -0.303, 4.291], [0.872, -1.638, 5.836], [0.253, -2.697, 1.639], [2.386, -1.073, 1.771], [0.225, 0.385, 0.918], [-0.170, -0.486, -0.155], [-0.469, 0.403, -1.357], [-1.028, -1.082, 0.188], [0.667, -1.166, -0.368], [0.418, 1.631, -1.091], [-1.527, 0.705, -1.314], [-0.270, -0.077, -2.320], [0.376, 1.730, 0.425], [0.085, 2.545, -1.588], [1.447, 1.410, -1.401], [-0.502, 2.312, 0.754], [1.279, 2.149, 0.880], [1.239, 1.649, 5.522], [0.755, 1.422, 4.140], [0.959, 2.137, 3.175], [0.481, 1.422, 6.281], [1.524, 2.703, 5.614], [2.127, 1.029, 5.698]], "nbo_charge": [-0.55, -0.06, -0.46, 0.18, 0.18, 0.27, 0.21, 0.21, -0.63, 0.21, 0.21, 0.22, -0.63, 0.21, 0.22, 0.21, 1.17, -0.39, -0.36, -0.31, 0.25, -0.25, -0.30, 0.23, 0.25, 0.25, 0.23, -0.41, -0.32, -0.34, 0.24, -0.24, -0.33, 0.24, 0.25, 0.24, 0.24, -0.58, -0.06, -0.43, 0.18, 0.17, -0.43, 0.19, 0.24, -0.05, 0.22, 0.20, 0.16, 0.21, -0.75, 0.32, -0.60, 0.22, 0.22, 0.24]}

No. 3
{"formula": "C21H31INO2P2Ti", "method": "ωB97M-V/def2-TZVPD", "homo_ev": [-13.8613, -13.8907], "total_charge": 2, "spin_multiplicity": 2, "e_lumo_ev": [-8.2, -8.7], "symbols": ["C", "C", "H", "H", "H", "O", "I", "Ti", "P", "C", "C", "H", "H", "H", "H", "H", "H", "C", "H", "H", "H", "P", "C", "C", "H", "H", "H", "C", "H", "H", "H", "H", "H", "H", "C", "O", "C", "C", "C", "C", "C", "C", "N", "C", "C", "C", "C", "C", "C", "H", "H", "H", "H", "H", "H", "H", "H", "H", "H"], "xyz": [[0.136, 0.760, -3.530], [0.217, 1.820, -2.538], [0.144, 1.219, -4.548], [-0.778, 0.138, -3.406], [1.000, 0.062, -3.475], [0.264, 3.011, -2.543], [-0.069, -3.140, -1.575], [-0.056, -0.756, -0.472], [2.326, -0.223, -0.639], [2.959, 1.126, 0.410], [3.282, -1.664, -0.051], [4.346, -1.398, -0.143], [4.177, 0.279, -2.095], [3.060, -2.549, -0.663], [2.987, -0.783, -2.894], [2.787, 0.907, 1.472], [3.046, -1.875, 1.001], [3.106, 0.096, -2.249], [4.041, 1.214, 0.232], [2.655, 0.971, -2.728], [2.464, 2.074, 0.172], [-2.511, -0.471, -0.639], [-3.379, 0.883, 0.227], [-3.182, -0.330, -2.338], [-3.115, -2.810, -0.652], [-4.447, -1.756, -0.066], [-3.066, -2.172, 1.012], [-3.368, -1.952, -0.020], [-2.967, -1.254, -2.894], [-4.273, -0.187, -2.270], [-4.391, 0.990, -0.197], [-2.835, 1.831, 0.125], [-2.736, 0.525, -2.863], [-3.467, 0.654, 1.299], [-0.159, 1.307, -0.300], [-0.231, 2.393, 0.167], [1.513, 1.573, 4.450], [0.340, 1.895, 3.752], [-0.239, 0.977, 2.877], [0.429, -0.231, 2.614], [1.538, -0.609, 3.404], [2.110, 0.316, 4.273], [0.004, -1.096, 1.576], [-0.387, -2.369, 2.057], [0.264, -3.523, 1.597], [-0.250, -4.784, 1.916], [-1.303, -4.881, 2.841], [-1.863, -3.725, 3.421], [-1.393, -2.471, 3.047], [1.972, 2.295, 5.143], [-0.115, 2.885, 3.889], [-1.220, 1.170, 2.412], [1.964, -1.608, 3.287], [3.042, 0.063, 4.793], [1.130, -3.413, 0.951], [0.188, -5.654, 1.433], [-1.692, -5.860, 3.117], [-2.653, -3.812, 4.174], [-1.773, -1.559, 3.495]], "nbo_charge": [-0.79, 0.67, 0.31, 0.28, 0.29, -0.33, -0.06, 0.90, 0.90, -0.94, -0.92, 0.27, 0.28, 0.27, 0.26, 0.28, 0.26, -0.94, 0.27, 0.24, 0.26, 0.91, -0.93, -0.93, 0.26, 0.27, 0.27, -0.92, 0.27, 0.27, 0.27, 0.25, 0.24, 0.27, 0.28, -0.41, -0.18, -0.18, -0.25, 0.16, -0.25, -0.19, -0.67, 0.14, -0.24, -0.19, -0.17, -0.19, -0.24, 0.25, 0.24, 0.22, 0.23, 0.24, 0.22, 0.24, 0.24, 0.25, 0.23]}

No. 4
{"formula": "C21H31LaO4", "method": "ωB97M-V/def2-TZVPD", "homo_ev": -6.3393, "relative_energy_ev": 1.266, "e_lumo_ev": -0.4, "symbols": ["O", "C", "C", "H", "H", "C", "H", "H", "C", "H", "H", "H", "C", "H", "H", "H", "La", "C", "C", "C", "H", "C", "C", "H", "H", "H", "H", "C", "C", "C", "H", "C", "C", "H", "H", "H", "H", "O", "C", "C", "H", "H", "C", "H", "H", "C", "H", "H", "H", "H", "C", "C", "O", "O", "H", "H", "H"], "xyz": [[2.049, 2.001, -4.432], [1.695, 0.830, -3.653], [2.937, 0.012, -4.026], [0.753, 0.374, -3.999], [1.663, 1.018, -2.565], [3.272, 1.315, -4.816], [2.758, -0.858, -4.690], [3.577, -0.214, -3.172], [3.285, 1.043, -6.304], [2.454, 0.384, -6.516], [4.238, 0.548, -6.562], [3.220, 1.979, -6.867], [4.484, 2.076, -4.331], [4.848, 1.656, -3.404], [4.193, 3.116, -4.146], [5.265, 2.108, -5.101], [-1.891, -1.154, -0.884], [0.650, -2.070, 0.253], [-0.263, -3.174, 0.380], [-0.651, -3.567, -0.911], [-0.433, -3.700, 1.316], [-0.038, -2.689, -1.864], [0.713, -1.721, -1.141], [1.382, -0.965, -1.557], [1.452, -1.820, 0.953], [-1.239, -4.451, -1.167], [0.002, -2.843, -2.944], [-0.975, 2.097, 1.031], [0.224, 2.232, 0.257], [-0.121, 2.090, -1.113], [1.220, 2.423, 0.678], [-1.481, 1.667, -1.167], [-2.027, 1.728, 0.153], [-3.076, 1.571, 0.417], [-1.069, 2.355, 2.099], [0.477, 2.367, -1.994], [-2.038, 1.458, -2.062], [-2.880, -1.156, -2.868], [-2.028, -0.682, -4.066], [-2.991, -0.524, -5.239], [-1.265, -1.450, -4.251], [-1.576, 0.279, -3.778], [-4.326, -1.177, -4.871], [-2.507, -0.974, -6.104], [-3.143, 0.537, -5.395], [-4.301, -1.431, -3.360], [-4.466, -2.140, -5.385], [-5.143, -0.491, -5.129], [-4.524, -2.446, -3.051], [-4.968, -0.741, -2.817], [-1.316, -0.852, 3.468], [-1.371, -0.836, 1.997], [-0.288, -0.545, 1.352], [-2.503, -1.042, 1.391], [-0.392, -0.358, 3.771], [-1.300, -1.894, 3.811], [-2.185, -0.350, 3.911]], "lowdin_charge": [-0.07, -0.19, -0.07, 0.10, 0.08, -0.58, 0.11, 0.11, -0.03, 0.08, 0.10, 0.09, -0.01, 0.08, 0.09, 0.08, 2.16, -0.18, -0.18, -0.27, 0.11, -0.32, -0.22, 0.09, 0.13, 0.10, 0.09, -0.16, -0.14, -0.17, 0.09, -0.32, -0.25, 0.08, 0.10, 0.08, 0.04, -0.47, -0.11, -0.14, 0.11, 0.10, -0.14, 0.12, 0.12, -0.10, 0.12, 0.12, 0.12, 0.13, 0.00, -0.67, -0.14, -0.26, 0.09, 0.09, 0.09]}